2 unconnected molecules or ions with the total composition C16H22ClF6N2O5S. Source: the Open Molecules 2025 dataset; level of theory: ωB97M-V/def2-TZVPD.

Results
**Net charge**: +1
**LUMO level**: -0.1235 Ha

Atoms and positions in Å:
1 C -1.8943 -0.2342 -1.6975
2 C -0.5515 -0.4164 -2.4096
3 C -0.8283 -0.6930 -3.8920
4 C 0.3898 0.7895 -2.3200
5 C 1.0866 1.0201 -0.9919
6 N 0.1708 1.4114 0.0959
7 C -0.5521 2.5877 0.1111
8 C -1.3166 2.6244 1.2158
9 C -2.1991 3.7708 1.6427
10 C -2.9264 4.3939 0.4750
11 F -1.3498 4.7150 2.2180
12 N -1.0529 1.4117 1.8997
13 S -1.7895 0.8891 3.3631
14 O -1.6282 -0.5090 3.4510
15 O -3.0507 1.5225 3.4080
16 C -0.7703 1.8202 4.6330
17 F -0.7273 3.0694 4.1693
18 F -1.5145 1.7661 5.7240
19 C 0.6946 1.3185 4.9340
20 F 0.8719 0.0797 4.5025
21 F 0.9096 1.3556 6.2261
22 F 1.5550 2.1061 4.3116
23 C -0.1295 0.7133 1.1686
24 Cl 0.4852 -0.7990 1.4823
25 H -1.8291 0.1973 -0.6981
26 H -2.5610 0.3937 -2.2918
27 H -2.3845 -1.2017 -1.5797
28 H -0.0311 -1.2914 -2.0085
29 H -1.1447 0.2313 -4.3847
30 H -1.6386 -1.4106 -4.0157
31 H 0.0633 -1.0481 -4.4079
32 H -0.1353 1.6870 -2.6635
33 H 1.2099 0.6233 -3.0222
34 H 1.6565 0.1449 -0.6998
35 H 1.7996 1.8411 -1.0829
36 H -0.4558 3.3076 -0.6823
37 H -2.9122 3.4609 2.3950
38 H -3.5542 5.2002 0.8501
39 H -2.2316 4.8229 -0.2471
40 H -3.5645 3.6628 -0.0196
41 C 1.4391 -5.3926 -1.0010
42 C 2.2679 -4.4542 -1.8366
43 C 3.7607 -4.4781 -1.5663
44 O 4.1493 -3.1265 -1.8649
45 C 3.0809 -2.3385 -1.6939
46 O 3.1106 -1.1429 -1.6881
47 O 1.9594 -3.0697 -1.5296
48 H 1.4877 -5.1081 0.0506
49 H 0.3957 -5.3770 -1.3114
50 H 1.8121 -6.4111 -1.1078
51 H 2.0682 -4.5947 -2.9013
52 H 4.3169 -5.1650 -2.1964
53 H 3.9823 -4.6762 -0.5155

Force components x, y, z for each atom (eV/Å):
C -0.009 -0.153 0.072
C -0.037 -0.032 -0.250
C -0.018 0.214 0.073
C -0.101 -0.236 -0.087
C 0.245 0.301 -0.197
N 0.045 0.067 0.091
C 0.047 -0.006 -0.117
C -0.095 -0.081 -0.071
C 0.122 -0.069 -0.029
C -0.013 0.171 -0.012
F -0.110 0.082 -0.050
N 0.279 0.094 -0.235
S -0.077 -0.108 0.426
O 0.134 -0.127 -0.025
O -0.187 0.140 -0.156
C 0.091 -0.029 -0.268
F 0.021 0.085 0.145
F -0.046 -0.095 0.222
C -0.348 0.117 -0.110
F -0.021 -0.408 -0.170
F 0.067 0.108 0.415
F 0.204 0.184 -0.217
C -0.301 0.201 0.031
Cl 0.142 -0.287 0.073
H 0.009 0.021 0.000
H 0.022 0.100 0.036
H -0.042 0.015 -0.067
H 0.014 0.062 0.173
H -0.023 -0.022 -0.011
H 0.088 -0.127 -0.017
H -0.014 -0.081 -0.005
H 0.019 0.064 0.071
H 0.005 0.064 -0.025
H -0.131 -0.075 0.121
H -0.021 0.001 0.025
H 0.021 0.002 0.013
H 0.016 -0.037 0.135
H 0.008 0.001 -0.009
H 0.015 -0.054 -0.014
H 0.010 -0.033 0.005
C -0.096 0.132 0.074
C 0.025 -0.093 0.013
C -0.011 -0.011 0.022
O 0.034 -0.033 0.058
C 0.026 0.046 -0.073
O -0.077 -0.054 0.045
O -0.038 -0.006 -0.026
H 0.075 -0.044 0.007
H 0.010 -0.005 -0.017
H -0.002 -0.012 -0.016
H 0.017 0.004 -0.011
H 0.017 0.068 -0.063
H -0.011 -0.027 0.003

The Mulliken scheme yields these atomic charges, measured in e: C -1.43; C 1.48; C -1.77; C -0.86; C -1.34; N 0.21; C -0.18; C 0.01; C 0.14; C -1.47; F -0.33; N 0.02; S 1.02; O -0.56; O -0.59; C 0.61; F -0.22; F -0.25; C 0.78; F -0.22; F -0.23; F -0.24; C 0.67; Cl -0.03; H 0.22; H 0.33; H 0.43; H -0.21; H 0.40; H 0.42; H 0.42; H 0.43; H 0.53; H 0.67; H 0.17; H 0.48; H 0.41; H 0.40; H 0.39; H 0.37; C -1.40; C 0.46; C -0.54; O -0.36; C 0.59; O -0.53; O -0.26; H 0.33; H 0.36; H 0.40; H 0.27; H 0.31; H 0.32

***

2 unconnected molecules or ions with the total composition C44H59N5O6 at a distorted geometry. Source: the Open Molecules 2025 dataset; level of theory: ωB97M-V/def2-TZVPD.

Results
**Net charge**: 0
**ΔE to the lowest compared entry with this formula, charge and spin**: 31.43 kcal/mol
**LUMO level**: -0.0949 Ha

Atoms and positions in Å:
1 C -4.1190 5.0746 4.8407
2 C -3.0827 3.9901 4.9300
3 O -1.8833 4.4545 4.2263
4 C -0.7691 3.8532 4.6489
5 N 0.3366 4.2629 3.8131
6 N 1.4654 4.0433 4.3362
7 C 1.9123 5.1282 5.2146
8 O 1.4820 6.2617 5.1617
9 O 2.8342 4.6494 6.0635
10 C 3.5889 5.7010 6.7853
11 C 4.0648 5.1749 8.1172
12 O -0.6793 3.0536 5.5701
13 H -5.1172 4.6488 4.9382
14 H -3.9799 5.7597 5.6813
15 H -4.0659 5.6481 3.9151
16 H -2.8101 3.7782 5.9750
17 H -3.4146 3.0589 4.4527
18 H 4.4471 5.9613 6.1564
19 H 2.9345 6.5744 6.9075
20 H 4.8531 5.8223 8.5032
21 H 3.2691 5.1796 8.8686
22 H 4.4637 4.1630 8.0447
23 C -3.0705 1.0833 -1.8474
24 C -2.1903 2.2500 -1.4220
25 C -1.3486 2.6902 -2.6192
26 C -3.1471 3.3933 -1.0692
27 C -1.2574 1.9849 -0.2098
28 C -0.4868 3.0606 0.2502
29 C 0.4402 2.8956 1.2684
30 C 0.5380 1.6652 1.9097
31 C -0.4453 0.6910 1.7109
32 C -0.8175 -0.2847 2.8576
33 C -0.4198 -1.7335 2.5980
34 C -2.3166 -0.1757 3.1375
35 C -0.0904 0.0800 4.1569
36 C -1.1048 0.7430 0.4402
37 N -1.2392 -0.4652 -0.3156
38 C -0.3506 -0.7679 -1.3332
39 C 0.6533 0.0794 -1.7665
40 C 1.2920 -0.1134 -3.0505
41 C 0.5008 -0.4635 -4.1879
42 C 1.0776 -1.0710 -5.2837
43 C 2.4707 -1.2998 -5.2484
44 N 2.9471 -2.4742 -5.9143
45 O 4.0803 -2.9087 -5.6024
46 O 2.1729 -3.0691 -6.7098
47 C 3.3032 -0.6640 -4.2952
48 C 2.7089 -0.0352 -3.2155
49 N -0.4736 -2.1195 -1.5713
50 C 0.3922 -2.9489 -2.3617
51 C 1.7846 -3.0745 -2.0594
52 C 2.4465 -2.9371 -0.6413
53 C 3.9788 -2.9269 -0.7331
54 C 1.9667 -4.1431 0.1798
55 C 2.1406 -1.6833 0.1588
56 C 2.5887 -3.6300 -3.0625
57 C 2.0432 -4.5124 -3.9950
58 C 0.6696 -4.6634 -4.0293
59 C -0.1645 -3.7241 -3.4009
60 C -1.6190 -3.7265 -3.9628
61 C -1.5701 -3.8250 -5.5022
62 C -2.4795 -2.4947 -3.7039
63 C -2.3102 -4.9911 -3.4439
64 C -1.5442 -2.5967 -0.8215
65 C -2.0230 -1.5832 -0.0759
66 H -3.6524 0.6791 -1.0140
67 H -3.7837 1.4608 -2.5940
68 H -2.5037 0.2830 -2.3325
69 H -0.7674 3.5888 -2.3891
70 H -0.6526 1.8983 -2.9172
71 H -2.0046 2.9117 -3.4709
72 H -2.6123 4.3170 -0.8306
73 H -3.8083 3.5853 -1.9240
74 H -3.7697 3.1153 -0.2109
75 H -0.5729 4.0388 -0.2256
76 H 1.0681 3.7295 1.5844
77 H 1.3691 1.4969 2.6010
78 H 0.6103 -1.7880 2.2308
79 H -0.4742 -2.2896 3.5468
80 H -1.0823 -2.2428 1.8944
81 H -2.5628 0.8521 3.4324
82 H -2.9235 -0.4410 2.2648
83 H -2.5824 -0.8457 3.9647
84 H -0.2706 1.1114 4.4801
85 H -0.4610 -0.5762 4.9563
86 H 0.9882 -0.0944 4.0581
87 H 0.9527 0.8844 -1.0996
88 H -0.5738 -0.2651 -4.1776
89 H 0.5036 -1.4567 -6.1247
90 H 4.3821 -0.7500 -4.4135
91 H 3.3067 0.4445 -2.4352
92 H 4.3174 -2.0950 -1.3650
93 H 4.4064 -2.7637 0.2675
94 H 4.3905 -3.8649 -1.1186
95 H 0.8760 -4.1155 0.2997
96 H 2.2380 -5.0849 -0.3163
97 H 2.4222 -4.1303 1.1802
98 H 1.0748 -1.5355 0.3127
99 H 2.5988 -1.8002 1.1556
100 H 2.5651 -0.7794 -0.2941
101 H 3.6678 -3.4650 -3.0934
102 H 2.6846 -5.1294 -4.6219
103 H 0.2500 -5.4645 -4.6434
104 H -1.1317 -4.7608 -5.8643
105 H -2.5967 -3.7746 -5.8891
106 H -1.0080 -2.9817 -5.9275
107 H -3.0123 -2.5178 -2.7498
108 H -1.8939 -1.5749 -3.7961
109 H -3.2481 -2.4496 -4.4914
110 H -2.4061 -4.9769 -2.3508
111 H -3.3125 -5.0721 -3.8836
112 H -1.7349 -5.8828 -3.7226
113 H -1.8552 -3.6259 -0.8978
114 H -2.8720 -1.5534 0.5933

Force components x, y, z for each atom (eV/Å):
C -0.156 0.387 0.443
C 0.228 -0.181 -0.118
O -0.006 -0.837 0.517
C -0.793 2.080 1.478
N -0.057 -4.571 1.286
N 0.766 4.371 -2.300
C -0.787 -1.084 2.785
O 0.644 -1.431 -0.594
O 0.193 1.109 -0.274
C -0.178 -0.126 -0.192
C -0.260 -0.139 0.322
O 0.199 1.001 -1.706
H -0.006 -0.016 -0.049
H -0.071 0.124 -0.219
H 0.034 -0.192 -0.031
H -0.129 -0.009 -0.474
H 0.203 0.189 0.060
H -0.264 -0.014 -0.038
H 0.274 -0.302 -0.136
H 0.029 0.025 -0.110
H 0.017 -0.113 -0.196
H 0.014 0.047 -0.100
C -0.148 -0.198 -0.356
C 0.458 0.013 0.085
C 0.137 -0.035 -0.379
C -0.104 0.130 0.265
C -0.072 -0.440 -0.313
C -0.073 0.376 0.519
C 0.246 0.027 -1.026
C -0.558 0.093 0.636
C 0.647 -0.177 -0.159
C 0.762 -0.306 -0.221
C -0.087 -0.652 0.059
C -0.165 0.149 -0.102
C 0.077 0.271 0.179
C 0.135 1.041 0.041
N -0.797 -0.350 0.018
C 1.271 0.580 0.463
C -0.232 0.258 -0.865
C 0.059 -0.088 0.148
C 0.325 0.219 0.062
C 0.704 -0.178 0.300
C -0.453 0.035 0.642
N 0.511 -1.264 -1.345
O -1.707 0.662 -0.783
O 1.637 1.059 1.371
C -0.559 -0.142 -0.213
C -0.345 0.115 -0.290
N -0.354 0.045 -0.111
C 0.259 -0.702 -0.235
C 0.070 0.210 0.151
C 0.103 0.683 -0.414
C 0.253 -0.266 -0.038
C -0.023 -0.252 -0.169
C -0.122 0.409 0.451
C 0.037 -0.411 0.105
C -0.305 -0.062 0.490
C 0.288 0.060 -0.368
C -0.219 -0.119 -0.097
C 0.301 -0.291 -0.031
C 0.076 -0.043 -0.309
C -0.390 0.356 -0.006
C -0.193 -0.101 0.070
C -0.358 0.024 0.304
C -0.204 -0.586 0.031
H 0.086 -0.056 -0.049
H 0.112 -0.111 0.161
H -0.128 0.061 0.171
H -0.079 -0.107 -0.081
H -0.117 0.195 0.045
H 0.101 0.015 0.112
H -0.133 -0.096 -0.004
H 0.146 0.020 0.168
H 0.049 0.114 -0.071
H -0.060 -0.300 0.165
H -0.012 -0.421 -0.362
H -0.734 0.195 0.292
H -0.286 -0.086 0.169
H 0.024 0.092 -0.251
H 0.301 0.065 0.083
H -0.068 -0.158 -0.067
H 0.076 0.125 0.219
H 0.029 0.109 -0.146
H 0.144 -0.245 -0.146
H 0.108 0.117 -0.186
H -0.171 0.095 0.109
H -0.032 -0.120 -0.169
H 0.462 -0.091 0.118
H 0.129 0.089 0.320
H -0.274 -0.053 0.224
H -0.129 -0.277 -0.238
H -0.040 -0.218 0.047
H -0.189 -0.101 -0.231
H -0.022 0.147 0.023
H 0.160 -0.024 0.002
H -0.094 0.166 0.111
H -0.065 0.022 -0.226
H 0.165 0.055 0.007
H -0.108 0.051 -0.262
H -0.150 -0.264 0.072
H -0.399 -0.293 0.367
H -0.098 0.298 0.060
H 0.117 0.520 0.094
H -0.036 0.290 0.038
H 0.232 -0.060 0.054
H -0.113 -0.295 0.072
H 0.229 0.140 -0.079
H -0.204 -0.206 0.187
H 0.143 0.000 0.327
H -0.045 -0.066 -0.238
H 0.119 -0.042 0.117
H -0.185 0.147 0.088
H -0.029 0.183 0.028
H 0.282 -0.090 -0.154

Atomic partial charges in e from the Mulliken method, atoms 1 to 99: C -1.29; C 0.09; O -0.40; C 0.82; N 0.25; N -0.16; C 0.50; O -0.53; O -0.32; C -0.18; C -1.16; O -0.65; H 0.39; H 0.32; H 0.31; H 0.38; H 0.02; H 0.26; H 0.34; H 0.37; H 0.30; H 0.32; C -1.95; C 2.68; C -1.71; C -1.91; C 0.71; C -0.52; C -1.39; C -0.59; C 0.08; C 2.74; C -1.67; C -1.44; C -1.99; C -1.33; N 1.75; C 0.97; C -1.26; C -0.09; C -0.18; C -0.61; C -0.49; N 0.98; O -0.61; O -0.63; C -0.60; C -0.48; N 2.15; C -1.04; C 0.30; C 2.50; C -2.15; C -1.87; C -0.59; C 0.00; C -1.24; C -0.59; C 0.09; C 2.07; C -1.51; C -1.42; C -1.68; C -1.21; C -1.27; H 0.23; H 0.57; H 0.28; H 0.35; H 0.30; H 0.45; H 0.31; H 0.49; H 0.42; H 0.41; H 0.38; H 0.43; H 0.16; H 0.61; H 0.34; H 0.02; H 0.16; H 0.50; H 0.24; H 0.50; H 0.41; H 0.34; H 0.57; H 0.59; H 0.42; H 0.46; H 0.43; H 0.41; H 0.46; H 0.28; H 0.37; H 0.46; H -1.56; H 1.04

***

7 unconnected molecules or ions with the total composition C7H28O7 at a distorted geometry. Source: the Open Molecules 2025 dataset; level of theory: ωB97M-V/def2-TZVPD.

Results
**Net charge**: 0
**ΔE to the lowest compared entry with this formula, charge and spin**: 114.23 kcal/mol
**SMILES**: CO.CO.CO.CO.CO.CO.CO
**LUMO level**: 0.0121 Ha

Atoms and positions in Å:
1 C 1.2878 -3.7673 -2.2995
2 O 1.9368 -3.2685 -1.0874
3 H 0.1987 -3.7230 -2.3129
4 H 1.6393 -3.3363 -3.2369
5 H 1.5081 -4.8168 -2.4948
6 H 2.8652 -3.5118 -1.0684
7 C -3.9858 -2.2956 0.4985
8 O -4.4311 -3.2320 1.4990
9 H -2.9154 -2.3992 0.3209
10 H -4.4748 -2.5286 -0.4474
11 H -4.2424 -1.2989 0.8575
12 H -4.2096 -2.9494 2.3893
13 C 3.6589 4.4900 0.0204
14 O 3.4253 3.6614 1.1140
15 H 4.3207 5.3418 0.1770
16 H 4.0283 3.9284 -0.8377
17 H 2.7190 4.9844 -0.2250
18 H 2.9069 2.9429 0.7444
19 C -0.2645 1.1040 -1.3375
20 O 0.4915 0.8559 -0.1968
21 H -1.3185 1.1308 -1.0612
22 H -0.0857 2.1404 -1.6240
23 H -0.0545 0.4338 -2.1710
24 H 0.7688 -0.0377 -0.4117
25 C 1.0392 -4.3889 3.2668
26 O 1.8090 -3.3083 3.0117
27 H 1.0159 -4.5142 4.3493
28 H 0.0357 -4.1726 2.9002
29 H 1.4194 -5.2514 2.7196
30 H 1.7674 -3.1598 2.0642
31 C -0.5392 5.8306 -5.8814
32 O -0.2455 4.5244 -5.2661
33 H -0.3432 5.8169 -6.9535
34 H -1.6043 6.0206 -5.7488
35 H 0.0557 6.6891 -5.5696
36 H -1.0053 4.0036 -5.5364
37 C -1.3334 -0.1529 4.7497
38 O -2.4151 -0.8722 5.1703
39 H -1.3906 0.9209 4.9281
40 H -0.4345 -0.5840 5.1904
41 H -1.2460 -0.2928 3.6722
42 H -2.3582 -0.9576 6.1248

Force components x, y, z for each atom (eV/Å):
C 0.992 -0.765 -0.199
O -1.389 -0.075 -0.991
H 0.154 0.544 0.789
H 0.155 0.843 0.246
H 0.099 -0.335 0.588
H -0.030 -0.161 -0.355
C -0.112 -0.419 1.061
O -0.123 -0.313 -0.766
H 0.163 0.190 0.130
H -0.269 0.029 0.248
H 0.163 0.215 -0.482
H 0.207 0.319 -0.162
C -0.613 0.968 -1.011
O 0.454 -0.370 0.646
H 0.419 -0.447 0.707
H 0.041 0.062 -0.166
H -0.218 -0.003 -0.556
H -0.135 -0.249 0.374
C -1.212 1.950 -0.364
O 0.843 -1.183 0.064
H -0.330 -0.558 -0.295
H 0.258 0.003 -0.490
H -0.096 0.020 0.031
H 0.607 -0.243 1.061
C -1.433 -1.150 0.140
O 1.852 2.306 -0.630
H -0.052 -0.447 -0.124
H -0.507 -0.452 0.228
H -0.093 -0.552 0.388
H 0.210 0.304 -0.068
C -0.262 -0.899 -0.436
O 0.061 1.756 -0.523
H -0.073 -0.411 -0.217
H 0.075 0.384 0.111
H 0.102 -0.550 0.952
H 0.097 -0.286 0.119
C 1.671 0.295 -1.004
O -1.846 -0.819 0.781
H -0.044 0.122 0.247
H 0.403 0.370 -0.018
H 0.028 0.073 -0.065
H -0.216 -0.066 0.013

The Mulliken scheme yields these atomic charges, measured in e: C -0.64; O -0.48; H 0.24; H 0.29; H 0.31; H 0.29; C -0.43; O -0.52; H 0.17; H 0.25; H 0.24; H 0.30; C -0.56; O -0.49; H 0.26; H 0.23; H 0.25; H 0.31; C -0.59; O -0.45; H 0.23; H 0.21; H 0.30; H 0.30; C -0.46; O -0.49; H 0.21; H 0.18; H 0.26; H 0.30; C -0.54; O -0.48; H 0.25; H 0.23; H 0.24; H 0.30; C -0.45; O -0.50; H 0.26; H 0.27; H 0.13; H 0.30